1.
The following is a DFT calculation (ωB97M-V/def2-TZVPD) of a molecular structure, C26H43S2Zr in a non-equilibrium geometry.

Each line ends with the Löwdin charge.
Geometry (Å):
C 1.0439 1.9650 -2.4193  -0.058
C 0.7182 2.2798 -0.9743  -0.413
C 1.5995 2.8868 -0.0417  -0.296
C 3.0252 3.3108 -0.3487  -0.076
C 0.8513 3.3447 1.0831  -0.252
C 1.3417 4.2655 2.1416  -0.040
C -0.4686 2.9935 0.8594  -0.244
C -1.6488 3.5252 1.6209  -0.035
C -0.5590 2.2422 -0.3859  -0.353
C -1.8633 1.8562 -1.0552  -0.079
Zr 0.8068 0.3130 0.4546  1.445
C -0.1200 -1.6717 -2.0350  -0.247
C 2.9443 -0.0862 0.1286  -0.301
C 0.6173 -1.3015 2.1911  -0.376
C 1.5157 -2.4942 1.9960  -0.071
C 0.9526 -0.0409 2.9208  -0.336
C 2.2358 0.1491 3.6698  -0.084
C -0.2912 0.6316 3.1874  -0.269
C -0.4559 1.6674 4.2311  -0.065
C -1.3100 -0.0174 2.4717  -0.280
C -2.7605 0.3034 2.4927  -0.054
C -0.7564 -1.1397 1.8255  -0.387
C -1.5418 -2.2300 1.1398  -0.095
H 1.6453 2.7646 -2.9037  0.077
H 1.6178 1.0233 -2.5185  0.057
H 0.1168 1.8503 -3.0267  0.077
H 3.1046 4.4141 -0.5221  0.080
H 3.7056 3.0691 0.4996  0.076
H 3.4287 2.8177 -1.2584  0.063
H 1.1174 5.3026 1.8774  0.082
H 0.8513 4.0830 3.0940  0.047
H 2.4037 4.1779 2.3005  0.066
H -1.9413 4.5182 1.2583  0.082
H -2.5152 2.8696 1.5183  0.057
H -1.4997 2.0309 4.2837  0.066
H -2.3006 2.7166 -1.5810  0.069
H -1.7052 1.0544 -1.7843  0.044
H -2.6165 1.4947 -0.3302  0.054
H 0.0505 -2.4380 -1.2596  0.073
H -1.0668 -1.1321 -2.1557  0.061
H 0.8284 -1.2644 -2.4244  0.085
H 3.5182 -0.2007 1.0743  -0.020
H 3.1500 -1.0142 -0.4240  -0.034
H 3.4973 0.6937 -0.4110  -0.040
H 1.0052 -3.4055 2.3123  0.070
H 1.7459 -2.5961 0.9337  0.052
H 2.4390 -2.4000 2.5512  0.064
H 2.5353 -0.7760 4.2381  0.076
H 3.0907 0.3984 2.9962  0.054
H 2.1338 0.9724 4.4050  0.065
H -0.2119 1.2956 5.2422  0.082
H 0.1811 2.5413 4.0553  0.048
H -1.4102 3.6143 2.6782  0.052
H -3.3483 -0.5393 2.8915  0.078
H -2.9732 1.1714 3.1075  0.054
H -3.1537 0.5081 1.4823  0.063
H -2.2717 -2.7067 1.8472  0.072
H -2.1341 -1.8352 0.2825  0.065
H -0.8867 -3.0419 0.7434  0.065
C -1.7659 -5.2814 -4.9626  -0.330
C -0.3512 -4.7295 -5.1129  -0.515
S 0.3760 -3.8779 -3.6701  0.838
C -0.5659 -2.4518 -3.1332  -1.064
S -2.2617 -3.1030 -3.1742  0.841
C -2.6360 -4.0517 -4.6990  -0.505
H -2.0871 -5.7948 -5.9138  0.122
H -1.8493 -6.0265 -4.2059  0.090
H 0.2697 -5.6685 -5.2401  0.086
H -0.2724 -4.1932 -6.0330  0.060
H -0.4937 -1.6224 -3.9646  0.112
H -2.7170 -3.4855 -5.6053  0.064
H -3.6540 -4.4983 -4.5125  0.084

## Properties
total charge = -1
energy above the lowest of the compared OMol25 structures with the same formula, charge and spin = 179.00 kJ/mol
maximum force = 8.5 eV/Å
orbital gap = 0.1091 Eh

2.
The following is a DFT calculation (ωB97M-V/def2-TZVPD) of C3H7NOS in the gas phase in a non-equilibrium geometry.

Each line ends with the Löwdin charge.
Geometry (Å):
C 1.3221 -0.5596 -1.3786  -0.032
C -1.5763 0.8124 -0.0603  -0.093
C -0.4409 -0.0166 -1.1011  -0.167
N -1.2252 0.8418 1.1334  -0.262
O 0.5508 0.4682 3.1480  -0.561
S 0.3281 0.0645 1.7727  0.932
H 1.4656 -0.4904 -2.3863  0.007
H 1.4637 -1.4626 -0.8490  0.023
H -0.5491 0.7488 -1.8862  0.043
H 1.8009 0.2622 -0.9478  0.000
H -0.9765 -0.8916 -1.2787  0.013
H -1.6632 1.2821 1.9144  0.080
H -0.5001 -1.0594 1.9195  0.017

## Properties
energy above the lowest of the compared OMol25 structures with the same formula, charge and spin = 634.69 kJ/mol
maximum force = 5.8 eV/Å
orbital gap = 0.3272 Eh

3.
The following is a DFT calculation (ωB97M-V/def2-TZVPD) of 2 unconnected molecules or ions with the total composition CH5BrN2O in a non-equilibrium geometry.

Each line ends with the Löwdin charge.
Geometry (Å):
C -0.8121 1.4072 -0.9255  -0.353
N 0.0155 0.5056 -0.8258  0.105
N 0.7990 -1.8530 1.2416  -0.505
O -0.8621 2.3127 0.0873  0.006
Br 2.0734 -1.1391 2.3815  0.503
H 0.0814 -0.2836 -1.3657  0.026
H -1.5520 1.6252 -1.8279  0.168
H 0.3709 -1.0420 0.7880  -0.070
H 0.1297 -2.4263 1.8085  0.015
H -0.1283 2.2384 0.7101  0.104

## Properties
energy above the lowest of the compared OMol25 structures with the same formula, charge and spin = 0.00 kJ/mol
maximum force = 2.8 eV/Å
structure (SMILES) = [H]/N=C/O.NBr
orbital gap = 0.3575 Eh

4.
The following is a DFT calculation (ωB97M-V/def2-TZVPD) of 2 unconnected molecules or ions with the total composition C2H4N3O in a non-equilibrium geometry.

Each line ends with the Löwdin charge.
Geometry (Å):
C 1.6618 -0.8972 0.3373  -0.018
C 1.1695 0.3682 -0.0063  0.051
N -2.8503 1.5226 -0.0651  0.268
N -2.2547 0.6078 -0.2552  -0.260
N -1.4347 -0.2588 -0.2280  0.036
O 2.1292 -1.8980 0.5815  0.389
H 1.9903 0.7290 -0.6101  0.141
H 0.1979 0.3227 -0.4797  0.051
H 1.0282 0.7753 1.0890  0.202
H -1.6372 -1.2716 -0.3635  0.138

## Properties
total charge = +1
energy above the lowest of the compared OMol25 structures with the same formula, charge and spin = 316.73 kJ/mol
maximum force = 4.8 eV/Å
orbital gap = 0.3443 Eh

5.
The following is a DFT calculation (ωB97M-V/def2-TZVPD) of a molecular structure, C43H48CuN2O3P2 in a non-equilibrium geometry.

Each line ends with the Löwdin charge.
Geometry (Å):
Cu -0.0254 -0.1124 1.2605  0.192
C -1.4735 0.9422 -4.9450  -0.101
C -1.4412 -0.3519 -4.6386  -0.152
C -0.7064 -1.3739 -5.4630  -0.182
C 0.7223 -1.0040 -5.9581  -0.189
C 1.5378 -0.1939 -4.9850  -0.107
C 1.5358 1.1508 -4.9566  -0.104
C 0.6944 1.9994 -5.8624  -0.184
C -0.7631 1.5348 -6.1372  -0.193
C 2.0588 0.5560 1.7031  -0.222
H -2.0472 1.6723 -4.3512  0.111
H -2.0801 -0.7401 -3.8305  0.095
H -1.3223 -1.6205 -6.3468  0.119
H -0.5998 -2.2984 -4.8796  0.102
H 1.2633 -1.9582 -6.1016  0.111
H 0.6658 -0.5113 -6.9435  0.102
H 2.1905 -0.7818 -4.3329  0.093
H 2.2869 1.6967 -4.3855  0.062
H 1.2171 2.0998 -6.8326  0.119
H 0.6232 3.0083 -5.4313  0.106
H -1.3287 2.4349 -6.4390  0.110
H -0.7743 0.8429 -6.9950  0.099
H 1.1302 1.0963 2.0087  0.058
H 2.8949 1.1713 2.0622  0.086
H 2.1613 -0.3799 2.2644  0.061
P -1.3808 -0.4205 -0.3432  0.955
P 2.2176 0.2864 -0.0852  0.975
C -0.1344 -0.5730 -1.6266  -0.358
C 1.2200 -0.4850 -1.4091  -0.322
C -2.3510 -1.9295 -0.1095  -0.344
C -2.4081 -2.8859 -1.1367  -0.083
C -3.0990 -4.0855 -0.9468  -0.084
C -3.6755 -4.3828 0.2920  -0.084
C -3.5926 -3.4520 1.3377  -0.076
C -2.9632 -2.2225 1.1327  -0.082
C -2.4904 0.9594 -0.6811  -0.337
C -1.9624 2.2668 -0.6355  -0.089
C -2.7990 3.3642 -0.8325  -0.087
C -4.1658 3.1810 -1.0574  -0.092
C -4.6944 1.8886 -1.0814  -0.088
C -3.8709 0.7818 -0.8755  -0.080
C 3.6818 -0.8121 -0.0209  -0.300
C 3.4921 -2.0889 0.5255  -0.076
C 4.5723 -2.9565 0.6660  -0.066
C 5.8559 -2.5479 0.3092  -0.083
C 6.0427 -1.2799 -0.2295  -0.087
C 4.9688 -0.3950 -0.3912  -0.067
C 2.6526 1.9671 -0.6302  -0.289
C 2.7108 3.0674 0.2493  -0.076
C 3.1235 4.3136 -0.2137  -0.076
C 3.4449 4.4996 -1.5600  -0.071
C 3.3729 3.4155 -2.4394  -0.072
C 2.9828 2.1570 -1.9815  -0.091
H -0.4944 -0.7805 -2.6475  0.017
H 1.8641 -0.9505 -2.1849  0.059
H -1.9051 -2.6824 -2.0873  0.093
H -3.1908 -4.7988 -1.7697  0.103
H -4.1989 -5.3255 0.4499  0.102
H -4.0295 -3.6764 2.3121  0.105
H -2.9194 -1.4788 1.9319  0.098
H -0.9002 2.4000 -0.4303  0.093
H -2.3768 4.3658 -0.8181  0.101
H -4.8101 4.0482 -1.2121  0.102
H -5.7595 1.7467 -1.2691  0.103
H -4.2913 -0.2258 -0.8517  0.103
H 2.5041 -2.3956 0.8804  0.091
H 4.4099 -3.9434 1.0816  0.108
H 6.7046 -3.2116 0.4655  0.106
H 7.0432 -0.9525 -0.5162  0.104
H 5.1239 0.6146 -0.7820  0.103
H 2.4735 2.9425 1.3085  0.093
H 3.2031 5.1414 0.4875  0.107
H 3.7644 5.4756 -1.9174  0.106
H 3.6486 3.5391 -3.4882  0.108
H 2.9413 1.3001 -2.6621  0.086
C -3.7625 -0.4498 5.3626  -0.082
C -2.4692 0.0083 6.0250  -0.193
C -1.1632 -0.5206 5.4068  -0.286
C 0.0789 -0.0505 6.2533  -0.164
C 0.1711 1.4549 6.4621  -0.091
C -1.1818 -2.0510 5.4223  -0.384
O -1.8482 -2.7456 6.1643  0.097
N -0.2756 -2.6342 4.5329  0.194
C 0.1644 -2.0762 3.3228  -0.516
O 0.9394 -2.7032 2.5978  0.032
N -0.3673 -0.8386 3.0467  0.060
C -1.0496 -0.0617 3.9355  -0.437
O -1.5481 1.0026 3.5506  0.037
H -3.8153 -0.1176 4.3212  0.070
H -4.6066 -0.0045 5.9015  0.077
H -3.8814 -1.5384 5.4088  0.070
H -2.4298 1.1031 5.9947  0.111
H -2.4963 -0.3186 7.0760  0.127
H 0.0271 -0.5522 7.2369  0.128
H 0.9944 -0.4289 5.7710  0.117
H -0.6266 1.7993 7.1337  0.077
H 1.1343 1.6907 6.9276  0.075
H 0.1029 1.9793 5.4999  0.079
H -0.0675 -3.6095 4.6560  0.152

## Properties
2S+1 = 2
maximum force = 2.8 eV/Å
⟨S²⟩ = 0.754
orbital gap (alpha / beta) = 0.1935 / 0.2934 Eh

6.
The following is a DFT calculation (ωB97M-V/def2-TZVPD) of CH5N3O in the gas phase in a non-equilibrium geometry.

Each line ends with the Löwdin charge.
Geometry (Å):
C -0.6374 -0.0586 0.0203  -0.606
H -1.2210 1.7945 -0.0770  0.056
H 0.3152 1.7977 -0.4156  0.155
H -1.4127 -1.8115 -0.1718  0.135
H 0.7481 -1.6188 -0.4218  0.141
H 1.8513 0.0290 1.2361  0.129
N -0.4917 1.2114 -0.0816  0.125
N -1.7229 -0.7083 0.2471  0.073
N 0.7160 -0.5118 -0.5663  -0.045
O 1.8549 -0.1236 0.2307  -0.163

## Properties
energy above the lowest of the compared OMol25 structures with the same formula, charge and spin = 347.51 kJ/mol
maximum force = 5.6 eV/Å
structure (SMILES) = [H]/N=C(/N)NO
orbital gap = 0.3713 Eh